# 1
6 unconnected molecules or ions with the total composition C35H59BFN3O14 at a distorted geometry. Source: the OMol25 dataset; level of theory: wB97M-V/def2-TZVPD.

XYZ file:
```
113
Properties=species:S:1:pos:R:3
C -5.42352 -0.77499 2.42716
C -4.23355 -0.90798 2.50496
C -2.77421 -1.04450 2.48353
C -2.03911 0.32492 2.35049
C -1.74111 0.92111 3.74333
C -0.44975 1.79228 3.83041
C -0.10752 2.32189 2.48791
N 0.19865 2.64638 1.43209
C -0.78795 3.02718 4.73608
C -0.10546 4.32590 4.31994
O -0.59463 5.11679 3.58628
O 1.18353 4.60532 4.84868
C 1.06397 5.00317 6.16199
C 2.30135 4.98562 7.00684
O 0.00377 5.37694 6.58645
C 0.71067 0.90166 4.37983
C 0.44999 0.53622 5.78807
N 0.07784 0.34458 6.85842
B 2.16977 1.63748 4.36126
N 2.85225 1.88386 5.62229
O 2.78495 1.99183 3.17717
C 0.87816 -0.42945 3.61462
C 2.00634 -1.30954 4.14147
F 1.13930 -0.19570 2.27449
H -6.47945 -0.68758 2.34945
H -2.51108 -1.61848 1.59070
H -2.40545 -1.63108 3.32667
H -1.14399 0.12415 1.76637
H -2.72298 0.96267 1.79297
H -1.69013 0.09161 4.44850
H -2.61982 1.49177 4.04349
H -1.84575 3.26231 4.67559
H -0.55717 2.87225 5.79174
H 2.10765 5.40934 7.98432
H 3.07840 5.57385 6.50813
H 2.66693 3.96592 7.08955
H 3.21320 1.02082 6.01762
H 3.62157 2.52438 5.45834
H 2.71388 2.95545 3.07087
H -0.03658 -1.02976 3.62786
H 1.90129 -2.27708 3.64545
H 2.98663 -0.93436 3.84034
H 1.94355 -1.50194 5.21194
O 4.76264 5.22934 3.20042
C 4.49174 5.51402 2.06382
O 3.60612 4.75257 1.40332
C 3.03409 5.09637 0.13605
C 3.91110 4.64372 -1.01226
C 5.18057 6.64577 1.34045
H 2.80502 6.16195 0.08931
H 2.08267 4.56750 0.10093
H 4.88127 5.14223 -0.99964
H 3.42748 4.85685 -1.96588
H 4.09503 3.57162 -0.94321
H 6.10466 6.27113 0.90220
H 5.42347 7.41501 2.06918
H 4.57460 7.10966 0.56581
O -1.90647 -3.51173 0.81019
C -2.15660 -4.60871 1.23153
O -2.38397 -4.75798 2.55096
C -2.88760 -5.96740 3.12276
C -1.77509 -6.94282 3.44636
C -2.12889 -5.81827 0.33229
H -3.65126 -6.40915 2.48186
H -3.38839 -5.66157 4.04013
H -1.24467 -7.25801 2.54758
H -2.17700 -7.82949 3.93732
H -1.04569 -6.47561 4.10839
H -1.10666 -6.19008 0.27298
H -2.44508 -5.50583 -0.66121
H -2.79147 -6.62395 0.64034
O -2.95783 -5.10348 -3.67912
C -2.27617 -4.13082 -3.88113
O -0.95766 -4.19636 -3.63576
C -0.04530 -3.15479 -4.02284
C 0.04758 -2.07885 -2.96079
C -2.87472 -2.81350 -4.30512
H -0.30436 -2.75433 -4.99236
H 0.92056 -3.64513 -4.13721
H -0.90873 -1.57513 -2.81322
H 0.79088 -1.33361 -3.24700
H 0.33429 -2.51437 -2.00248
H -3.19282 -2.26442 -3.42010
H -3.74762 -3.01702 -4.92131
H -2.20197 -2.19211 -4.89192
O -4.33775 -0.05751 -3.26579
C -3.61761 0.88253 -3.46197
O -2.30033 0.74976 -3.22100
C -1.32798 1.72408 -3.60984
C -1.16852 2.80829 -2.56388
C -4.15946 2.22673 -3.88626
H -1.56105 2.13032 -4.59561
H -0.39602 1.17003 -3.71396
H -2.09170 3.37260 -2.42706
H -0.38014 3.50408 -2.85320
H -0.91177 2.36925 -1.59944
H -4.45023 2.78380 -2.99668
H -5.04134 2.05735 -4.49907
H -3.46286 2.82086 -4.47332
O 1.05661 -1.43486 -6.28278
C 1.25772 -2.08149 -7.27633
O 0.93645 -3.38612 -7.27168
C 0.93816 -4.20543 -8.44509
C 2.30663 -4.79335 -8.71783
C 1.93669 -1.48844 -8.48769
H 0.54488 -3.65566 -9.30117
H 0.22908 -5.00404 -8.23418
H 3.04506 -4.01672 -8.91921
H 2.26828 -5.46229 -9.57767
H 2.65349 -5.35561 -7.85103
H 3.01533 -1.56693 -8.35834
H 1.66543 -0.43739 -8.54660
H 1.65073 -1.95222 -9.42863
```

SMILES string: C#CCCC[C@@](C#N)(CC(=O)OC(C)=O)[C@](C#N)(B(N)O)[C@H](C)F.CCOC(C)=O.CCOC(C)=O.CCOC(C)=O.CCOC(C)=O.CCOC(C)=O
Energy relative to the best compared isomer or geometry (same formula, charge and spin) (kcal per mole): 0.0
Total charge: 0
Molecular weight (g/mol): 775.7
Orbital gap (eV): 9.87
2S+1: 1

---

# 2
A molecular structure, C35H60GaN4OPS2Si3. Source: the OMol25 dataset; level of theory: wB97M-V/def2-TZVPD.

XYZ file:
```
107
Properties=species:S:1:pos:R:3
Ga 0.01621 0.35250 0.16959
C 0.39233 3.40231 -1.73275
Si -1.11131 2.33299 -2.06220
C -2.44181 3.49953 -2.68586
C -0.71571 1.13568 -3.46824
C -1.65894 1.33733 -0.48945
Si -2.49132 2.49052 0.80083
C -2.43751 1.76922 2.55139
C -4.29514 2.76296 0.34993
C -1.70974 4.17606 0.89307
Si -2.86187 -0.01043 -1.01882
C -3.92662 -0.85050 0.30426
C -4.07396 0.41703 -2.37828
C -1.70426 -1.36711 -1.68435
C -2.12979 -2.27478 -2.65206
C -1.26965 -3.24101 -3.13379
C 0.02057 -3.28175 -2.62806
C 0.38070 -2.35947 -1.66982
N -0.44971 -1.42042 -1.19235
H 0.83844 3.71784 -2.67726
H 1.17217 2.91802 -1.14480
H 0.11676 4.31193 -1.20955
H -2.06192 3.97212 -3.59387
H -2.64804 4.29885 -1.97797
H -3.37975 3.02151 -2.94108
H -0.25588 1.68922 -4.28822
H -1.61121 0.66681 -3.87388
H -0.03375 0.34016 -3.17787
H -3.10741 0.91910 2.68625
H -2.76057 2.53926 3.25304
H -1.41663 1.49115 2.82252
H -4.90133 1.86091 0.32919
H -4.38378 3.24848 -0.61874
H -4.74384 3.43180 1.08623
H -0.62843 4.12426 0.93246
H -2.05060 4.67992 1.79706
H -1.99013 4.80084 0.04797
H -4.38507 -0.13663 0.98382
H -3.42953 -1.61053 0.90302
H -4.74230 -1.35739 -0.21330
H -4.68706 1.26552 -2.08370
H -4.75333 -0.42058 -2.53908
H -3.60590 0.65562 -3.32951
H -3.13727 -2.20243 -3.03421
H -1.58810 -3.94062 -3.89419
H 0.73751 -4.01139 -2.97407
H 1.39110 -2.37386 -1.29319
N 1.17225 0.04470 5.14158
C 0.81407 -0.81286 3.95957
C 1.97351 -1.71430 3.58354
C 1.69804 -2.32904 2.20986
N 1.70857 -1.30122 1.14074
C 0.35648 -3.06103 2.23552
C -0.79742 -2.19158 2.73743
N -1.12053 -1.15649 1.72390
C -0.47605 -1.58391 4.10976
H 1.91011 0.71945 4.85566
H 1.52638 -0.50167 5.93204
H 0.36291 0.58409 5.46181
H 0.66619 -0.08920 3.16268
H 2.07412 -2.52686 4.30926
H 2.91544 -1.16594 3.56943
H 2.48941 -3.06022 2.01236
H 1.93319 -1.74832 0.26462
H 2.44157 -0.61340 1.29682
H 0.44586 -3.92738 2.89487
H 0.12282 -3.44737 1.24098
H -1.67484 -2.83503 2.87258
H -1.91451 -0.60939 2.04305
H -1.45073 -1.66168 0.90656
H -0.38398 -2.40035 4.83142
H -1.29643 -0.93884 4.43586
S 3.34739 4.12936 0.31008
P 2.37821 3.52284 1.86743
S 1.40956 1.65677 1.73991
C 3.46181 3.21126 3.31609
C 3.78382 4.30921 4.11158
C 4.64363 4.16589 5.18957
C 5.19778 2.92875 5.48422
C 4.90857 1.83666 4.67858
C 4.04868 1.98077 3.59617
C 1.20986 4.71600 2.57110
C 0.41887 4.37428 3.66557
C -0.40519 5.31674 4.25003
C -0.44562 6.60984 3.73886
C 0.33592 6.95228 2.64755
C 1.16816 6.00688 2.06168
H 3.35604 5.27891 3.89060
H 4.88415 5.02530 5.79876
H 5.87377 2.82221 6.32080
H 5.37792 0.88119 4.87575
H 3.87869 1.15493 2.92137
H 0.44527 3.35913 4.04677
H -1.01898 5.05360 5.10090
H -1.08730 7.34903 4.19634
H 0.30450 7.95760 2.25308
H 1.78429 6.26193 1.20940
C 3.91246 -0.38297 -1.57012
C 2.78989 0.59460 -1.73157
C 3.02745 1.75292 -2.62755
O 1.72523 0.43685 -1.13259
H 4.87486 0.08304 -1.76826
H 3.77456 -1.17351 -2.31429
H 3.91588 -0.83250 -0.58023
H 3.60744 1.45040 -3.49928
H 3.63796 2.46936 -2.06700
H 2.10267 2.23564 -2.91686
```

Energy relative to the best compared isomer or geometry (same formula, charge and spin) (kcal per mole): 23.5
Total charge: +2
Molecular weight (g/mol): 802.0
Orbital gap (eV): 7.82
2S+1: 1

---

LUMO, record by record: 0.53 -4.83 eV